C21H29F16NO6P | ωB97M-V/def2-TZVPD

```
74
C21H29F16NO6P (ωB97M-V/def2-TZVPD)
C 4.6743 -1.0432 -1.4294
C 4.4439 -0.4107 -0.0407
C 5.7595 -0.4134 0.7607
C 3.9320 1.0355 -0.1101
C 2.4456 1.2978 -0.4969
C 2.0165 2.5432 0.3319
C 2.9634 3.7192 0.1889
O 2.9821 4.4517 -0.7562
P 2.3507 1.8342 -2.3360
O 1.8006 0.4403 -3.0698
O 0.9047 2.6028 -2.3623
C 1.4808 0.1427 -0.1688
C 2.0011 -1.1865 0.4518
C 1.6359 -2.3497 -0.4787
C 1.3111 -1.4062 1.8054
N 3.4628 -1.1911 0.7452
O 3.8906 -2.3046 1.1848
H 4.3830 -2.0948 -1.4451
H 4.1616 -0.5081 -2.2265
H 5.7371 -0.9954 -1.6829
H 6.4777 -1.1298 0.3602
H 5.5706 -0.6714 1.8022
H 6.2206 0.5791 0.7276
H 4.5957 1.5805 -0.7971
H 4.0985 1.4552 0.8904
H 2.0158 2.2336 1.3859
H 1.0057 2.8646 0.0728
H 3.6715 3.8831 1.0263
H 2.1458 -0.3757 -2.6983
H 0.1783 2.0530 -2.0408
H 0.9388 -0.1412 -1.0819
H 0.6873 0.5088 0.4911
H 1.9768 -3.3074 -0.0833
H 0.5427 -2.3887 -0.5488
H 2.0078 -2.2240 -1.5002
H 1.7208 -2.2938 2.2908
H 0.2346 -1.5326 1.6640
H 1.4813 -0.5479 2.4637
C -3.7346 -3.3088 -3.5459
C -4.1224 -2.5272 -2.2866
C -3.0131 -1.7338 -1.5897
F -2.0600 -2.5674 -1.1262
F -3.5413 -1.0701 -0.5339
F -4.7406 -3.3262 -1.3998
F -5.0144 -1.5768 -2.7056
O -3.4811 -4.6818 -3.3519
C -2.2236 -5.1568 -3.1386
C -2.1509 -5.9780 -1.8424
F -2.4974 -5.2120 -0.7900
F -0.8804 -6.3986 -1.6664
F -1.3011 -4.1792 -3.1488
F -1.9199 -6.0070 -4.1490
H -4.6200 -3.2714 -4.1790
H -2.9205 -2.8121 -4.0739
H -2.5651 -1.0089 -2.2739
H -2.8189 -6.8381 -1.9074
C -2.8557 4.5789 1.8915
C -4.0165 4.8527 2.8532
C -3.6899 4.9165 4.3493
F -3.2270 3.7247 4.7799
F -4.8195 5.2057 5.0282
F -5.0219 3.9864 2.6376
F -4.4569 6.1108 2.5410
O -2.7366 3.2397 1.4585
C -1.9291 2.3493 2.0833
C -2.6993 1.0927 2.5177
F -3.6683 1.4266 3.3884
F -1.8360 0.2531 3.1316
F -1.2488 2.8901 3.1049
F -1.0006 1.9211 1.1765
H -3.0983 5.1417 0.9916
H -1.9179 4.9654 2.2905
H -2.9446 5.6906 4.5486
H -3.1355 0.5993 1.6471
```

The value obtained for the frontier orbital gap (spin up / spin down) is 8.484 / 9.162 eV. As for the spin multiplicity: 2.

Atom charges from the Mulliken analysis, given in e for atoms 1 to 4: -1.5816, 1.9292, -1.7260, -2.9672

***

C13H36Cl4O6S6 | ωB97M-V/def2-TZVPD

```
65
C13H36Cl4O6S6 (ωB97M-V/def2-TZVPD)
C 5.0798 0.5115 1.6369
S 3.6538 1.6316 1.6335
O 2.3945 0.8079 1.5576
C 3.6887 2.1674 3.4013
H 5.0547 -0.0068 0.6830
H 5.0448 -0.2055 2.4549
H 5.9828 1.1092 1.7686
H 4.5324 1.8288 4.0057
H 2.7985 1.8110 3.9280
H 3.6062 3.2445 3.5764
C 1.1267 3.3885 -0.6124
S -0.2986 3.9555 0.3406
O -1.2845 2.8246 0.2778
C 0.5421 3.6411 1.9117
H 0.9523 3.3103 -1.6826
H 1.3433 2.3992 -0.2013
H 2.0393 3.9602 -0.4281
H 0.8016 2.5808 1.8785
H -0.1890 3.7769 2.7058
H 1.4700 4.2049 2.0001
C 1.8683 -3.0619 2.6283
S 3.0946 -2.5190 1.3953
O 4.4826 -2.8671 1.8875
C 2.7545 -3.8348 0.2045
H 0.8778 -2.7652 2.2835
H 2.1298 -2.6251 3.5854
H 1.8398 -4.1531 2.6425
H 3.2286 -4.7686 0.5078
H 2.9967 -3.6879 -0.8452
H 1.6714 -3.9628 0.2938
C -3.6145 -2.2745 -0.3298
S -4.6985 -1.9123 -1.7699
O -3.9382 -1.7455 -3.0475
C -5.3621 -3.5694 -1.9400
H -2.6746 -2.7165 -0.6607
H -4.0758 -3.0362 0.2979
H -3.4723 -1.3365 0.1960
H -4.6060 -4.2932 -2.2658
H -6.0259 -3.6513 -2.8042
H -5.8541 -3.9085 -1.0295
C -0.5816 0.9108 4.1440
S -0.9322 -0.5399 3.0978
O -2.2221 -1.0656 3.6398
C -1.2305 0.3699 1.5760
H -0.2081 0.5433 5.1028
H -1.5158 1.4121 4.4003
H 0.1570 1.5949 3.7299
H -2.2128 0.8341 1.4825
H -1.0892 -0.2953 0.7220
H -0.4909 1.1610 1.4317
C -0.8057 2.2587 -4.9880
S -2.5824 2.4275 -5.4452
O -2.6583 2.3320 -6.9269
C -3.0597 0.7925 -4.8383
H -0.6500 2.1598 -3.9137
H -0.1991 3.0953 -5.3279
H -0.5078 1.3415 -5.4979
H -2.9706 0.6850 -3.7603
H -2.3864 0.0898 -5.3364
H -4.0569 0.5729 -5.2097
C 0.2300 -0.9839 -2.0239
Cl 1.4669 -0.4226 -0.9147
Cl -0.1710 -2.6639 -1.6193
Cl -1.1726 0.0769 -1.9113
Cl 0.8880 -0.9393 -3.6791
```

The value obtained for the frontier orbital gap is 8.579 eV. For the energy relative to the best compared isomer or geometry (same formula, charge and spin), the calculation gives 5.4 kcal per mole. As for the spin multiplicity: 1.

Atom charges from the Mulliken analysis, given in e for atoms 1 to 4: -1.1173, 0.5335, -0.3982, -1.0244

***

C5H6Br2 | ωB97M-V/def2-TZVPD

```
13
C5H6Br2 (ωB97M-V/def2-TZVPD)
C -1.0453 0.0160 -0.9780
C -0.0458 -0.3590 -0.4277
C -2.2852 0.3822 -1.7206
C 1.1106 -0.1645 1.9357
C 1.5908 -0.3215 0.5190
Br 2.4402 1.2977 -0.2904
Br 2.8488 -1.7940 0.1243
H -2.0168 1.1455 -2.3764
H -3.0943 0.5963 -1.0337
H -2.5055 -0.4179 -2.3857
H 1.9837 -0.3802 2.6594
H 0.2269 -0.9101 1.9476
H 0.7919 0.9097 2.0265
```

The value obtained for the frontier orbital gap is 9.940 eV. For the energy relative to the best compared isomer or geometry (same formula, charge and spin), the calculation gives 70.6 kcal per mole. As for the spin multiplicity: 1.

Atom charges from the Mulliken analysis, given in e for atoms 1 to 4: 0.3630, -0.2025, -1.1959, -0.8334

***

Number 1: E -3262.9667 Eh, molar mass 726.406 g mol⁻¹. Number 2: E -5198.0067 Eh, molar mass 622.639 g mol⁻¹. Number 3: E -5342.0018 Eh, molar mass 225.911 g mol⁻¹.